[1]
{
  "formula": "C20H20AsF2NO7ReSSi",
  "method": "the ωB97M-V functional and the def2-TZVPD basis",
  "e_tot_ha": -4557.1146,
  "total_charge": 0,
  "e_above_lowest_kcal_mol": 44.8,
  "homo_ev": [-8.9, -9.2],
  "s_squared": 3.77,
  "gap_ev": [8.2, 7.7],
  "multiplicity": 4,
  "fmax_ev_per_a": 2.99,
  "elements": ["Re", "F", "C", "C", "C", "C", "C", "F", "C", "C", "C", "C", "C", "C", "N", "H", "H", "H", "H", "H", "H", "O", "As", "O", "O", "C", "C", "C", "C", "C", "C", "S", "O", "O", "O", "H", "H", "H", "H", "H", "C", "Si", "C", "C", "O", "H", "H", "H", "H", "H", "H", "H", "H", "H"],
  "xyz": [[-0.639, 0.008, 0.152], [-0.453, 5.468, -0.305], [-1.207, 4.358, -0.386], [-0.628, 3.131, -0.113], [-1.373, 1.965, -0.216], [-2.731, 2.071, -0.606], [-3.286, 3.331, -0.840], [-4.582, 3.463, -1.190], [-2.539, 4.489, -0.740], [-3.391, 0.782, -0.766], [-4.749, 0.574, -1.001], [-5.238, -0.717, -1.101], [-4.353, -1.782, -0.992], [-3.017, -1.514, -0.763], [-2.540, -0.273, -0.641], [0.417, 3.093, 0.152], [-2.974, 5.451, -0.957], [-5.422, 1.412, -1.085], [-6.294, -0.889, -1.246], [-4.687, -2.804, -1.072], [-2.288, -2.309, -0.655], [2.316, -1.802, -0.367], [1.174, -2.764, 0.592], [1.382, -4.282, 0.084], [-0.346, -2.175, 0.290], [1.874, -2.617, 2.408], [3.185, -2.984, 2.650], [3.654, -3.026, 3.952], [2.797, -2.766, 5.009], [1.485, -2.390, 4.773], [1.030, -2.316, 3.462], [-0.111, -0.260, 2.805], [0.922, -0.095, 1.721], [-0.231, -1.889, 3.168], [-1.426, -0.029, 2.103], [2.683, -2.419, -1.004], [3.820, -3.231, 1.810], [4.683, -3.284, 4.155], [3.157, -2.855, 6.023], [0.799, -2.180, 5.583], [2.199, -0.428, -3.657], [1.685, 0.786, -2.272], [3.061, 1.069, -0.952], [1.288, 2.512, -3.027], [0.395, 0.225, -1.507], [3.266, -0.363, -3.855], [1.677, -0.205, -4.582], [1.960, -1.452, -3.392], [3.418, 2.093, -0.956], [3.900, 0.405, -1.126], [2.660, 0.837, 0.030], [1.889, 2.681, -3.913], [1.486, 3.318, -2.328], [0.244, 2.576, -3.312]],
  "mulliken_spin": [2.762, -0.001, -0.009, -0.018, -0.067, 0.015, -0.007, -0.001, 0.031, 0.035, -0.015, 0.029, -0.020, 0.021, -0.053, 0.009, 0.002, 0.001, 0.001, 0.000, 0.004, 0.004, 0.018, 0.004, 0.038, -0.001, 0.001, 0.001, -0.001, 0.001, 0.004, 0.024, 0.035, 0.003, 0.007, -0.001, 0.000, 0.000, 0.000, -0.001, 0.004, 0.008, 0.006, 0.006, 0.116, -0.001, 0.001, 0.000, 0.001, -0.001, 0.002, 0.000, 0.000, 0.000]
}

[2]
{
  "formula": "C25H22KN5O3S",
  "method": "the ωB97M-V functional and the def2-TZVPD basis",
  "e_tot_ha": -2463.5793,
  "total_charge": 0,
  "e_above_lowest_kcal_mol": 0.0,
  "homo_ev": -8.3,
  "gap_ev": 8.5,
  "multiplicity": 1,
  "fmax_ev_per_a": 0.18,
  "elements": ["K", "C", "N", "C", "C", "C", "C", "C", "C", "N", "C", "C", "C", "C", "C", "C", "N", "C", "C", "C", "C", "C", "N", "H", "H", "H", "H", "H", "H", "H", "H", "H", "H", "H", "H", "H", "H", "H", "H", "H", "H", "O", "S", "O", "N", "C", "O", "C", "C", "C", "C", "C", "C", "H", "H", "H", "H"],
  "xyz": [[-0.936, -0.041, -0.612], [1.188, 0.520, 2.222], [0.256, -0.578, 2.008], [-0.855, -0.514, 2.951], [-1.940, -1.523, 2.663], [-2.414, -2.359, 3.665], [-3.410, -3.275, 3.366], [-3.896, -3.333, 2.073], [-3.371, -2.451, 1.139], [-2.425, -1.560, 1.418], [0.938, -1.871, 2.043], [0.308, -2.914, 1.148], [-0.133, -4.132, 1.648], [-0.687, -5.056, 0.775], [-0.770, -4.739, -0.571], [-0.287, -3.505, -0.982], [0.236, -2.611, -0.148], [0.671, 1.903, 1.871], [1.475, 2.994, 2.183], [1.064, 4.257, 1.808], [-0.144, 4.397, 1.141], [-0.881, 3.259, 0.886], [-0.494, 2.030, 1.245], [2.060, 0.340, 1.590], [1.556, 0.544, 3.262], [-1.287, 0.484, 2.883], [-0.501, -0.662, 3.985], [-2.000, -2.294, 4.663], [-3.793, -3.939, 4.131], [-4.664, -4.038, 1.789], [-3.733, -2.461, 0.116], [1.011, -2.262, 3.069], [1.957, -1.719, 1.685], [-0.057, -4.342, 2.707], [-1.051, -6.007, 1.142], [-1.191, -5.428, -1.289], [-0.317, -3.215, -2.027], [2.422, 2.843, 2.686], [1.685, 5.119, 2.012], [-0.489, 5.358, 0.790], [-1.818, 3.325, 0.346], [0.123, 4.462, -2.240], [0.995, 3.313, -2.182], [2.054, 3.362, -1.202], [0.158, 1.944, -2.078], [0.372, 1.128, -3.128], [-0.104, -0.007, -3.239], [1.268, 1.743, -4.171], [1.661, 1.205, -5.383], [2.495, 1.966, -6.194], [2.920, 3.230, -5.792], [2.524, 3.765, -4.571], [1.694, 2.995, -3.782], [1.317, 0.221, -5.672], [2.818, 1.575, -7.150], [3.568, 3.809, -6.438], [2.853, 4.747, -4.256]],
  "mulliken_charge": [0.775, -1.350, 0.667, -0.688, 0.452, -0.929, -0.411, -0.677, -0.268, -0.017, -1.201, 0.810, -0.627, -0.491, -0.528, -0.266, -0.440, 1.163, -0.963, -0.432, -0.415, -0.561, -0.050, 0.403, 0.412, 0.389, 0.294, 0.406, 0.422, 0.409, 0.419, 0.278, 0.604, 0.387, 0.424, 0.419, 0.494, 0.409, 0.400, 0.400, 0.317, -0.693, 1.158, -0.644, -0.506, 0.758, -0.814, 0.043, -0.536, -0.483, -0.462, -0.601, 0.276, 0.476, 0.375, 0.382, 0.431]
}

[3]
{
  "formula": "C4H5FN2",
  "method": "the ωB97M-V functional and the def2-TZVPD basis",
  "e_tot_ha": -364.6431,
  "total_charge": 0,
  "e_above_lowest_kcal_mol": 100.5,
  "smiles": "C=C/C=N\\C=N\\F",
  "homo_ev": -9.9,
  "gap_ev": 9.8,
  "multiplicity": 1,
  "fmax_ev_per_a": 3.95,
  "elements": ["C", "C", "C", "C", "N", "N", "F", "H", "H", "H", "H", "H"],
  "xyz": [[1.415, 0.145, -0.385], [0.862, -1.191, -0.249], [-1.402, -0.569, 0.291], [0.928, 1.247, 0.098], [-0.339, -1.511, 0.006], [-1.967, 0.177, -0.564], [-3.128, 0.695, -0.033], [2.456, 0.073, -0.848], [1.575, -2.032, -0.395], [-1.830, -0.543, 1.383], [1.418, 2.343, -0.008], [0.010, 1.166, 0.702]],
  "mulliken_charge": [-0.053, 0.110, -0.102, -0.467, -0.411, -0.225, -0.159, 0.218, 0.325, 0.331, 0.225, 0.209]
}

[4]
{
  "formula": "CHCuLiO3",
  "method": "the ωB97M-V functional and the def2-TZVPD basis",
  "e_tot_ha": -1912.4134,
  "total_charge": -1,
  "e_above_lowest_kcal_mol": 27.2,
  "homo_ev": [-3.2, -3.2],
  "gap_ev": [5.4, 5.4],
  "multiplicity": 1,
  "fmax_ev_per_a": 2.74,
  "elements": ["O", "H", "C", "O", "O", "Cu", "Li"],
  "xyz": [[-3.319, 0.346, -0.212], [-1.822, -0.298, 1.297], [-2.290, -0.177, -0.624], [-1.366, -0.437, 0.448], [2.194, -0.665, -0.365], [2.575, -2.297, -1.344], [0.532, -0.603, 0.094]],
  "mulliken_charge": [-0.456, 0.140, -0.441, -0.096, -1.074, 0.281, 0.646]
}

[5]
{
  "formula": "C16H30AlBFInO2Si",
  "method": "the ωB97M-V functional and the def2-TZVPD basis",
  "e_tot_ha": -1624.3586,
  "total_charge": 2,
  "homo_ev": -14.6,
  "gap_ev": 4.1,
  "multiplicity": 1,
  "fmax_ev_per_a": 3.70,
  "elements": ["C", "Si", "C", "C", "C", "C", "C", "C", "C", "C", "C", "Al", "F", "B", "O", "O", "C", "C", "C", "C", "C", "C", "H", "H", "H", "H", "H", "H", "H", "H", "H", "H", "H", "H", "H", "H", "H", "H", "H", "H", "H", "H", "H", "H", "H", "H", "H", "H", "H", "H", "H", "H", "In"],
  "xyz": [[-2.802, -0.828, 1.728], [-2.978, -1.311, -0.081], [-4.742, -1.902, -0.394], [-1.814, -2.723, -0.496], [-0.411, -2.810, 0.198], [0.676, -3.274, -0.786], [1.517, -2.119, -1.311], [2.373, -1.540, -0.168], [3.149, -0.265, -0.563], [2.763, 0.956, 0.347], [4.052, 1.273, 1.039], [4.104, 3.039, 2.134], [5.564, 3.132, 2.853], [2.670, 2.832, 3.813], [1.486, 3.412, 3.702], [3.130, 2.150, 4.839], [-2.761, 0.223, -1.207], [-2.213, 0.079, -2.485], [-2.111, 1.160, -3.353], [-2.579, 2.402, -2.933], [-3.102, 2.575, -1.652], [-3.199, 1.483, -0.791], [-1.887, -0.247, 1.850], [-2.745, -1.697, 2.375], [-3.648, -0.210, 2.014], [-4.720, -2.908, -0.805], [-5.240, -1.292, -1.143], [-5.312, -1.898, 0.529], [-1.712, -2.847, -1.574], [-2.326, -3.622, -0.151], [-0.520, -3.517, 1.013], [-0.164, -1.840, 0.625], [0.125, -3.706, -1.619], [1.317, -4.067, -0.409], [0.886, -1.350, -1.768], [2.219, -2.433, -2.081], [3.119, -2.311, 0.015], [1.821, -1.418, 0.756], [4.212, -0.472, -0.433], [3.022, -0.048, -1.621], [1.959, 0.672, 1.017], [2.382, 1.770, -0.271], [4.849, 1.444, 0.307], [4.325, 0.449, 1.695], [3.855, 4.419, 1.372], [1.417, 3.952, 2.897], [3.959, 2.472, 5.238], [-1.890, -0.899, -2.808], [-1.714, 1.027, -4.348], [-2.561, 3.240, -3.629], [-3.456, 3.541, -1.311], [-3.650, 1.630, 0.180], [-0.693, 4.221, -2.344]],
  "mulliken_charge": [-1.185, 0.246, -1.285, -0.891, -0.241, -1.100, -0.727, -0.795, -0.880, -0.492, -0.728, 0.189, -0.227, 0.562, -0.264, -0.227, 0.516, -0.229, -0.784, -0.872, -0.936, -0.226, 0.268, 0.386, 0.399, 0.377, 0.382, 0.348, 0.490, 0.439, 0.375, 0.064, 0.442, 0.435, 0.334, 0.479, 0.215, 0.568, 0.496, 0.506, 0.321, 0.324, 0.497, 0.485, -0.188, 0.300, 0.378, 0.338, 0.466, 0.873, 0.524, 0.416, 0.838]
}

[6]
{
  "formula": "C8H8F12MnN2O13S4",
  "method": "the ωB97M-V functional and the def2-TZVPD basis",
  "e_tot_ha": -5339.3927,
  "total_charge": -2,
  "homo_ev": [-1.6, -1.9],
  "s_squared": 8.76,
  "gap_ev": [5.5, 5.8],
  "multiplicity": 6,
  "fmax_ev_per_a": 5.46,
  "elements": ["Mn", "C", "F", "F", "F", "S", "O", "O", "N", "S", "O", "O", "C", "F", "F", "F", "C", "F", "F", "F", "S", "O", "O", "N", "S", "O", "O", "C", "F", "F", "F", "O", "H", "O", "H", "C", "C", "C", "O", "C", "O", "O", "H", "H", "H", "H", "H", "H"],
  "xyz": [[-0.820, -1.299, -1.020], [-1.780, -4.363, 1.670], [-1.812, -5.126, 2.796], [-0.909, -4.854, 0.775], [-2.955, -4.260, 1.064], [-1.217, -2.592, 2.077], [-1.732, -2.322, 3.419], [0.154, -2.620, 1.994], [-1.908, -1.518, 0.657], [-3.307, -1.005, 1.126], [-4.088, -0.497, 0.011], [-4.083, -1.841, 2.070], [-3.057, 0.661, 2.103], [-2.334, 1.620, 1.435], [-4.320, 1.194, 2.401], [-2.416, 0.557, 3.225], [2.714, 1.752, -0.019], [2.024, 2.879, -0.040], [2.883, 1.262, -1.273], [3.957, 2.025, 0.304], [1.760, 0.340, 0.916], [1.264, 0.769, 2.270], [0.674, -0.042, -0.032], [2.996, -0.942, 1.038], [4.001, -0.549, 2.112], [5.256, -1.201, 1.902], [4.165, 0.841, 2.497], [3.430, -1.531, 3.654], [3.397, -2.789, 3.319], [4.281, -1.333, 4.704], [2.223, -1.188, 4.008], [0.658, -2.797, -1.063], [0.150, -3.454, -0.549], [-0.895, -1.744, -3.045], [-1.165, -1.223, -3.826], [0.383, 2.949, -4.684], [0.043, 3.013, -3.211], [-1.430, 3.616, -3.031], [-1.757, 3.060, -1.769], [-1.159, 1.817, -1.735], [-1.657, 0.895, -1.160], [-0.187, 1.749, -2.628], [-0.501, 2.445, -5.077], [1.268, 2.320, -4.782], [0.573, 3.875, -5.227], [0.811, 3.497, -2.607], [-2.214, 3.251, -3.694], [-1.359, 4.703, -3.070]],
  "mulliken_spin": [4.786, 0.007, 0.000, -0.001, 0.000, 0.013, 0.007, 0.001, 0.033, 0.008, 0.002, 0.007, 0.005, 0.000, 0.001, 0.001, 0.003, 0.000, -0.002, 0.001, 0.013, 0.003, -0.047, 0.001, 0.000, 0.000, 0.000, 0.000, 0.000, 0.000, 0.000, 0.091, -0.003, 0.054, 0.009, 0.000, -0.001, 0.002, 0.002, -0.014, 0.001, 0.017, 0.000, 0.000, 0.000, 0.000, 0.000, 0.000]
}